Record 1
# C2H3OPS

The molecule C2H3OPS at a distorted geometry (wB97M-V/def2-TZVPD, the OMol25 dataset).

Geometry as XYZ:
```
8
Properties=species:S:1:pos:R:3
C 0.08176 0.19906 -0.32006
C -1.04631 -0.06004 0.28123
O -5.10946 -0.01255 -0.20006
P -3.81272 -0.60839 0.06778
S -2.31087 1.10562 0.12150
H 0.76964 -0.68402 -0.42640
H 0.28021 1.23458 -0.40606
H -1.34508 -1.10398 0.54427
```

**Orbital gap**: 0.292 hartree
**Energy relative to the best compared isomer or geometry (same formula, charge and spin)**: 5.6 kcal per mole
**Net charge**: 0

=====

Record 2
# C2H3P

The molecule C2H3P at a distorted geometry (wB97M-V/def2-TZVPD, the OMol25 dataset).

Geometry as XYZ:
```
6
Properties=species:S:1:pos:R:3
P 1.16355 -0.11652 2.36575
C 0.31711 -0.04982 0.69151
C -0.30483 0.01222 -0.61425
H -1.26118 0.55060 -0.44519
H 0.45759 0.56239 -1.19107
H -0.37225 -0.95887 -0.80676
```

**Orbital gap**: 0.318 hartree
**Energy relative to the best compared isomer or geometry (same formula, charge and spin)**: 37.3 kcal per mole
**Net charge**: 0

=====

Record 3
# C2H3P

The molecule C2H3P at a distorted geometry (wB97M-V/def2-TZVPD, the OMol25 dataset).

Geometry as XYZ:
```
6
Properties=species:S:1:pos:R:3
C 0.89494 -1.64550 -0.75630
C 0.40702 -0.66997 0.01707
P -0.76224 -0.05997 1.22689
H 1.23879 -2.09289 -1.69675
H -1.63696 -0.19706 0.22299
H -0.27779 1.22733 1.07071
```

**Orbital gap**: 0.369 hartree
**Energy relative to the best compared isomer or geometry (same formula, charge and spin)**: 25.1 kcal per mole
**Net charge**: 0

=====

Record 4
# C2H3P

A cluster of 2 separate species, C2H3P in total at a distorted geometry (wB97M-V/def2-TZVPD, the OMol25 dataset).

Geometry as XYZ:
```
6
Properties=species:S:1:pos:R:3
C -1.61121 -0.39445 -0.04128
C -0.41673 -0.24273 0.00408
P 1.32647 -0.40820 -0.01830
H -2.65843 -0.46739 -0.10326
H 1.86359 1.00277 1.23395
H 1.49631 0.51000 -1.07519
```

**Orbital gap**: 0.345 hartree
**Energy relative to the best compared isomer or geometry (same formula, charge and spin)**: 31.2 kcal per mole
**Net charge**: 0

=====

Record 5
# C2H44O22Y

A structure of composition C2H44O22Y at a distorted geometry (wB97M-V/def2-TZVPD, the OMol25 dataset).

Geometry as XYZ:
```
69
Properties=species:S:1:pos:R:3
Y 1.34686 -2.10672 0.97964
O 1.51722 0.11273 0.80632
C 0.30017 0.81808 0.47640
C -0.52113 -0.26957 -0.26208
O -0.70591 -1.33721 0.58316
H 0.58875 1.72916 -0.02776
H -0.19229 1.09911 1.42120
H -0.05923 -0.56036 -1.19906
H -1.45762 0.20467 -0.50258
O -1.09314 3.52741 -0.69675
H -0.35607 3.43891 -0.11762
H -1.03940 2.88741 -1.40666
O -0.18233 -0.85772 3.85893
H 0.00949 -1.49662 4.56329
H -0.95261 -1.24841 3.44374
O 1.50078 0.50185 -3.81847
H 1.87432 0.81969 -2.96017
H 2.15635 0.02076 -4.32945
O -1.32987 2.93075 2.79254
H -0.45335 2.65137 3.11752
H -1.10520 3.70093 2.24972
O -2.74699 0.74739 1.91418
H -2.15873 0.08666 1.51838
H -2.27998 1.56695 1.83288
O 2.37138 -1.77577 2.92424
H 2.86570 -2.34253 3.53462
H 2.70603 -0.86070 2.98355
O -3.18818 -1.47918 -0.26117
H -3.34627 -2.27174 -0.69447
H -2.21664 -1.37015 -0.12804
O 0.74785 1.54851 3.73954
H 0.47457 0.63297 3.88304
H 1.11991 1.52782 2.86387
O -1.91990 -3.26380 -2.31758
H -2.52003 -2.55028 -2.36022
H -1.19708 -2.72092 -2.56661
O 2.41283 3.83629 -1.33641
H 2.64578 2.89993 -1.29547
H 3.04089 4.18065 -0.67342
O 2.20011 -1.77558 -1.23247
H 1.56930 -2.02557 -1.92696
H 3.03072 -1.53002 -1.67384
O 0.25540 -3.67261 -0.69536
H 0.59893 -4.31093 -1.33573
H -0.62618 -3.45630 -1.00761
O -1.15884 1.53829 -2.60030
H -0.73737 1.63299 -3.45509
H -0.74467 0.77284 -2.19569
O 0.41400 -2.27305 -3.31711
H -0.01472 -2.87853 -3.97042
H 0.20478 -1.45558 -3.76055
O 2.47422 2.60171 1.76757
H 2.27506 1.78974 1.29502
H 1.86043 3.27657 1.44134
O 4.00559 -0.95406 0.89095
H 4.84960 -1.10731 1.38056
H 4.25309 -0.21414 0.36301
O 2.48442 1.24464 -1.36475
H 3.40587 1.04884 -1.37566
H 2.10402 0.80815 -0.57814
O -4.48760 1.31067 0.12989
H -3.70016 1.14118 0.70354
H -4.89629 0.45063 0.15117
O -2.98040 -0.46498 -2.78753
H -3.14613 -0.32397 -1.82309
H -2.39459 0.21665 -3.03043
O -2.33433 -2.28732 2.74677
H -2.27374 -2.25912 1.81883
H -3.14744 -1.80218 2.90932
```

**Orbital gap**: 0.255 hartree
**Energy relative to the best compared isomer or geometry (same formula, charge and spin)**: 30.5 kcal per mole
**Net charge**: +1

=====

Record 6
# C2H4BBrO

The molecule C2H4BBrO (wB97M-V/def2-TZVPD, the OMol25 dataset).

Geometry as XYZ:
```
9
Properties=species:S:1:pos:R:3
O -1.06035 -0.06913 -2.05291
C -0.09772 -0.18700 -1.34974
C -0.13166 -0.53219 0.11989
B 0.10659 0.71816 1.03193
Br 1.28786 0.63613 2.51139
H 0.91885 -0.08013 -1.79134
H 0.59272 -1.33362 0.32854
H -1.15322 -0.89550 0.33885
H -0.46307 1.74329 0.86339
```

**Orbital gap**: 0.363 hartree
**Net charge**: 0

=====

Record 7
# C2H4BO7V

A structure of composition C2H4BO7V at a distorted geometry (wB97M-V/def2-TZVPD, the OMol25 dataset).

Geometry as XYZ:
```
15
Properties=species:S:1:pos:R:3
O 7.03678 7.28546 9.95315
V 8.34633 7.20164 9.05512
C 7.57913 5.67275 6.84838
O 8.37027 5.51589 5.82774
O 7.10918 6.88967 6.91365
O 8.12274 5.33084 8.00596
C 9.36258 9.34104 7.68845
O 8.59948 9.32621 8.75347
O 9.02097 9.88011 6.56526
O 9.68470 8.08322 7.46645
B 9.67035 6.24509 10.73323
H 10.17113 6.24371 9.70275
H 8.74788 5.51939 10.69444
H 10.42588 5.87779 11.56314
H 9.34128 7.32652 10.96680
```

**<S²>**: 0.77
**Orbital gap (alpha / beta)**: 0.170 / 0.171 hartree
**Energy relative to the best compared isomer or geometry (same formula, charge and spin)**: 16.4 kcal per mole
**Spin multiplicity**: 2
**Net charge**: -3

=====

Record 8
# C2H4Br2

The molecule C2H4Br2 at a distorted geometry (wB97M-V/def2-TZVPD, the OMol25 dataset).

Geometry as XYZ:
```
8
Properties=species:S:1:pos:R:3
Br 12.34474 7.77031 3.04740
C 13.01699 9.22359 1.83692
C 14.14789 10.06618 2.58642
Br 13.68469 10.36105 4.49420
H 12.19390 9.88509 1.56667
H 13.37520 8.74614 0.92487
H 14.39286 11.02693 2.13358
H 15.09302 9.52968 2.50278
```

**Orbital gap**: 0.376 hartree
**Energy relative to the best compared isomer or geometry (same formula, charge and spin)**: 11.1 kcal per mole
**Net charge**: 0

=====

Record 9
# C2H4BrCl

A cluster of 2 separate species, C2H4BrCl in total at a distorted geometry (wB97M-V/def2-TZVPD, the OMol25 dataset).

Geometry as XYZ:
```
8
Properties=species:S:1:pos:R:3
C -1.47938 0.34856 -0.32482
C -1.27829 -0.34971 0.79408
Cl -1.63658 -0.29411 -1.93282
Br 4.13033 -0.58622 -0.14687
H 3.90638 0.78843 -0.47574
H -1.34099 1.41734 -0.41362
H -0.87370 0.10932 1.73884
H -1.42777 -1.43360 0.76094
```

**Orbital gap**: 0.385 hartree
**Energy relative to the best compared isomer or geometry (same formula, charge and spin)**: 26.7 kcal per mole
**Net charge**: 0

=====

Record 10
# C2H4BrCl4

A cluster of 3 separate species, C2H4BrCl4 in total at a distorted geometry (wB97M-V/def2-TZVPD, the OMol25 dataset).

Geometry as XYZ:
```
11
Properties=species:S:1:pos:R:3
Br 10.90288 15.63024 17.05607
C 8.08409 16.16151 19.68693
Cl 9.34683 16.71781 20.79706
Cl 7.55022 14.50146 20.05429
H 7.19310 16.78842 19.72186
H 8.54542 16.16029 18.69937
C 8.08147 17.23341 15.07226
Cl 8.51830 18.71695 16.05658
Cl 7.36628 17.68028 13.51456
H 8.98656 16.62637 15.09268
H 7.35616 16.63173 15.61999
```

**<S²>**: 0.75
**Orbital gap (alpha / beta)**: 0.426 / 0.254 hartree
**Spin multiplicity**: 2
**Net charge**: 0